{
  "formula": "C37H36BrIrN5P2S5",
  "method": "the ωB97M-V functional and the def2-TZVPD basis",
  "homo_energy_ev": [-13.08, -13.29],
  "s_squared": 0.757,
  "multiplicity": 2,
  "orbital_gap_ev": [7.819, 7.102],
  "largest_force_ev_per_a": 0.15,
  "mol_weight_g_mol": 1045.1,
  "charge": 2,
  "elements": ["Ir", "S", "P", "C", "P", "S", "C", "C", "C", "C", "C", "C", "C", "C", "C", "C", "C", "C", "C", "C", "C", "C", "C", "C", "C", "C", "C", "C", "C", "C", "H", "H", "H", "H", "H", "H", "H", "H", "H", "H", "H", "H", "H", "H", "H", "H", "H", "H", "H", "H", "C", "C", "C", "N", "N", "C", "N", "S", "H", "H", "H", "H", "H", "H", "H", "S", "C", "N", "C", "C", "S", "H", "H", "H", "H", "H", "Br", "C", "C", "C", "C", "C", "N", "H", "H", "H", "H"],
  "xyz": [[1.84896, 0.29063, 0.05398], [-0.35184, -1.77568, -2.60422], [-1.18070, -1.03849, -0.97914], [-0.13113, 0.06460, 0.00049], [-0.59024, 1.17004, 1.32647], [1.25693, 1.17614, 2.17637], [-1.85471, 0.79512, 2.54030], [-3.10556, 1.41289, 2.47357], [-4.06167, 1.13317, 3.43495], [-3.77075, 0.25012, 4.46711], [-2.51988, -0.34698, 4.54997], [-1.55861, -0.07384, 3.59175], [-1.01515, 2.80519, 0.68640], [-0.86010, 3.88519, 1.55790], [-1.20204, 5.16145, 1.14266], [-1.69958, 5.36558, -0.14097], [-1.85715, 4.29265, -1.00748], [-1.51639, 3.00830, -0.59510], [-1.73349, -2.35881, 0.12855], [-1.20508, -2.55335, 1.39730], [-1.62372, -3.63069, 2.16905], [-2.57869, -4.50554, 1.67491], [-3.11297, -4.31225, 0.40421], [-2.68933, -3.24696, -0.37111], [-2.67817, -0.11650, -1.39094], [-2.82220, 0.43360, -2.66360], [-3.94091, 1.19642, -2.96114], [-4.91855, 1.40423, -1.99576], [-4.79115, 0.83032, -0.73810], [-3.67567, 0.06330, -0.43558], [-3.33033, 2.11115, 1.67774], [-5.02964, 1.61368, 3.38818], [-4.51778, 0.03998, 5.22098], [-2.28979, -1.01417, 5.36952], [-0.57246, -0.51443, 3.67210], [-0.47193, 3.72855, 2.55794], [-1.08895, 5.99742, 1.82002], [-1.97475, 6.36252, -0.45966], [-2.25804, 4.44696, -2.00099], [-1.65736, 2.17389, -1.26673], [-0.45321, -1.87760, 1.78337], [-1.20587, -3.78127, 3.15622], [-2.91227, -5.33948, 2.27835], [-3.86005, -4.99393, 0.02014], [-3.09535, -3.10407, -1.36591], [-2.06541, 0.24820, -3.41562], [-4.05957, 1.61460, -3.95201], [-5.79485, 1.99279, -2.23348], [-5.57104, 0.96189, 0.00089], [-3.59561, -0.41186, 0.53431], [6.17932, 0.52114, 0.86253], [6.04394, 2.02768, 0.68081], [4.68662, 2.42320, 0.20367], [3.72808, 1.60581, -0.04483], [2.56580, 2.20685, -0.46511], [2.63079, 3.51337, -0.49899], [1.63210, 4.32313, -0.84323], [4.22037, 4.07878, -0.08229], [7.17873, 0.28434, 1.22083], [6.02349, -0.00164, -0.08151], [5.45839, 0.14354, 1.58772], [6.78040, 2.40052, -0.03552], [6.24113, 2.55241, 1.61891], [0.70190, 3.94568, -0.96289], [1.73187, 5.32073, -0.77854], [2.26857, -1.64802, 1.26233], [1.89239, -3.16730, 0.58885], [1.38136, -3.45777, -0.57641], [0.89605, -4.83245, -0.72838], [1.76148, -5.66936, 0.20194], [2.15454, -4.55685, 1.59235], [1.02499, -2.73752, -1.22521], [0.98621, -5.14304, -1.76701], [-0.15813, -4.86002, -0.43807], [2.69292, -5.98147, -0.26619], [1.23615, -6.54096, 0.58242], [0.80258, 1.61461, -3.06239], [2.10337, 0.25507, -3.04986], [2.62871, -0.11131, -4.27820], [3.58430, -1.10642, -4.32566], [3.99967, -1.68957, -3.13757], [3.43267, -1.26280, -1.95943], [2.47736, -0.31285, -1.89948], [2.27786, 0.38073, -5.17273], [4.00288, -1.41461, -5.27419], [4.75645, -2.46032, -3.11748], [3.73846, -1.67796, -1.00938]],
  "forces_ev_per_a": [[-0.01, 0.01, 0.06], [0.01, 0.00, 0.00], [-0.03, 0.00, 0.02], [0.02, -0.08, -0.05], [-0.02, 0.07, -0.07], [0.00, 0.00, 0.04], [0.00, -0.02, 0.00], [0.00, -0.01, 0.00], [0.00, 0.00, 0.01], [0.00, 0.00, 0.00], [0.00, 0.00, 0.00], [0.00, -0.02, -0.01], [0.03, 0.03, 0.09], [0.00, 0.00, -0.02], [-0.01, 0.00, -0.02], [0.00, 0.01, 0.01], [0.00, -0.02, 0.00], [-0.02, -0.01, -0.01], [0.01, 0.00, 0.00], [0.00, 0.00, -0.01], [-0.01, -0.01, 0.01], [0.00, 0.00, 0.00], [0.00, 0.00, 0.00], [0.00, 0.00, -0.01], [0.00, 0.01, 0.02], [0.01, 0.01, 0.00], [0.00, 0.00, 0.00], [0.00, 0.00, 0.00], [0.00, 0.00, 0.00], [0.00, 0.01, -0.01], [-0.01, 0.00, 0.00], [0.00, 0.00, 0.00], [0.00, 0.00, 0.00], [0.00, 0.00, 0.00], [0.00, 0.00, 0.00], [0.00, 0.00, 0.00], [0.00, 0.00, 0.00], [0.00, 0.00, 0.00], [0.00, 0.00, 0.00], [0.00, -0.01, -0.01], [0.01, 0.01, 0.01], [0.00, 0.00, 0.00], [0.00, 0.00, 0.00], [0.00, 0.00, 0.00], [0.00, 0.00, 0.00], [0.00, 0.00, 0.00], [0.00, 0.00, 0.00], [0.00, 0.00, 0.00], [0.00, 0.00, 0.00], [0.00, 0.00, 0.00], [0.00, 0.00, 0.00], [0.00, -0.01, 0.00], [0.03, -0.06, 0.00], [-0.11, 0.10, -0.02], [0.08, 0.03, 0.06], [0.01, -0.04, -0.06], [-0.03, 0.00, -0.01], [0.01, -0.02, 0.00], [0.00, 0.00, 0.00], [0.00, 0.00, 0.00], [0.00, 0.00, 0.00], [0.00, 0.00, 0.00], [0.00, 0.00, 0.00], [0.00, 0.00, 0.01], [0.00, 0.00, 0.00], [0.02, 0.00, -0.04], [0.00, -0.01, 0.01], [-0.01, 0.03, 0.01], [0.00, -0.01, -0.01], [0.00, 0.00, 0.01], [0.00, 0.00, 0.00], [0.01, -0.01, 0.00], [0.00, 0.00, 0.00], [0.00, 0.00, 0.00], [0.00, 0.00, 0.00], [0.00, 0.00, 0.00], [-0.01, 0.00, -0.01], [0.01, -0.01, 0.01], [-0.01, 0.00, 0.00], [0.00, 0.00, -0.01], [0.00, 0.00, 0.01], [0.00, 0.00, -0.01], [-0.01, 0.01, -0.01], [0.00, 0.00, 0.00], [0.00, 0.00, 0.00], [0.00, 0.00, 0.00], [0.00, 0.00, 0.00]],
  "lowdin_charge": [0.81, 0.40, 0.47, -0.63, 0.58, 0.38, -0.35, -0.09, -0.05, -0.04, -0.05, -0.10, -0.37, -0.09, -0.05, -0.06, -0.06, -0.11, -0.36, -0.12, -0.06, -0.06, -0.06, -0.09, -0.37, -0.12, -0.06, -0.05, -0.06, -0.09, 0.11, 0.12, 0.12, 0.12, 0.09, 0.11, 0.12, 0.12, 0.12, 0.06, 0.05, 0.12, 0.12, 0.12, 0.12, 0.06, 0.12, 0.12, 0.12, 0.10, -0.08, -0.22, -0.55, -0.07, -0.20, -0.66, 0.16, 1.18, 0.09, 0.07, 0.07, 0.13, 0.13, 0.06, 0.12, 0.61, -1.04, -0.04, -0.19, -0.37, 0.99, -0.02, 0.13, 0.12, 0.09, 0.09, 0.87, -0.75, -0.09, -0.01, -0.02, -0.15, -0.14, 0.11, 0.13, 0.12, 0.08]
}